Below is a structure of composition C55H51CsN4SSb2Se, with properties calculated with ωB97M-V/def2-TZVPD.

The geometry in ORCA input format:
```
! wB97M-V def2-TZVPD RIJCOSX def2/J DEFGRID3
* xyz -2 1
Cs 0.844 -1.123 -3.099
C 3.797 -1.195 0.645
C 2.381 -1.573 1.102
C 1.511 -0.336 1.288
Sb -0.427 -0.742 2.097
C -0.907 1.332 2.414
C -2.176 1.652 2.900
C -2.547 2.970 3.136
C -1.646 3.996 2.880
C -0.387 3.696 2.379
C -0.021 2.376 2.146
C 0.338 -1.076 4.081
C 0.581 -0.054 4.997
C 1.128 -0.331 6.244
C 1.446 -1.636 6.593
C 1.206 -2.664 5.692
C 0.650 -2.384 4.449
Sb 3.706 -0.119 -1.266
C 3.427 1.833 -0.370
C 3.909 2.160 0.898
C 3.655 3.403 1.465
C 2.910 4.342 0.761
C 2.434 4.030 -0.504
C 2.691 2.785 -1.074
C 5.827 0.039 -1.537
C 6.745 0.101 -0.491
C 8.107 0.211 -0.745
C 8.567 0.266 -2.054
C 7.661 0.213 -3.105
C 6.299 0.101 -2.848
H 4.392 -2.094 0.451
H 4.313 -0.630 1.427
H 2.436 -2.131 2.046
H 1.903 -2.244 0.382
H 1.350 0.190 0.343
H 1.990 0.372 1.969
H -2.891 0.859 3.105
H -3.537 3.195 3.516
H -1.933 5.027 3.053
H 0.313 4.488 2.143
H 0.963 2.183 1.733
H 0.349 0.973 4.736
H 1.313 0.479 6.941
H 1.879 -1.851 7.563
H 1.451 -3.687 5.953
H 0.460 -3.202 3.761
H 4.487 1.441 1.469
H 4.036 3.636 2.453
H 2.709 5.315 1.199
H 1.854 4.755 -1.063
H 2.335 2.543 -2.082
H 6.401 0.060 0.537
H 8.808 0.258 0.081
H 9.629 0.355 -2.254
H 8.010 0.269 -4.129
H 5.590 0.091 -3.672
C -0.583 6.671 -1.975
C -0.857 5.196 -1.871
C -1.589 4.668 -0.811
C -1.762 3.296 -0.732
N -1.276 2.430 -1.622
C -0.579 2.937 -2.644
C -0.349 4.300 -2.797
H -1.438 7.261 -1.639
H -0.346 6.955 -3.001
H 0.272 6.946 -1.351
H -2.009 5.310 -0.044
H -2.317 2.871 0.103
H -0.136 2.249 -3.369
H 0.251 4.623 -3.640
Se 2.163 1.290 -4.363
S -6.611 2.109 -1.818
C -5.124 1.130 -1.714
C -4.522 0.879 -0.491
C -3.356 0.130 -0.478
N -2.775 -0.344 -1.575
C -3.359 -0.095 -2.739
C -4.535 0.633 -2.865
C -7.766 0.959 -1.097
C -8.102 -0.225 -1.739
C -9.023 -1.068 -1.139
N -9.627 -0.803 0.019
C -9.297 0.334 0.624
C -8.377 1.240 0.116
H -4.939 1.267 0.430
H -2.856 -0.082 0.460
H -2.858 -0.475 -3.623
H -4.969 0.821 -3.838
H -7.644 -0.489 -2.683
H -9.293 -2.002 -1.618
H -9.787 0.533 1.572
H -8.139 2.148 0.654
C -3.100 -5.361 0.866
C -1.966 -6.149 0.700
C -0.851 -5.687 0.018
C -0.808 -4.383 -0.540
C -1.973 -3.598 -0.348
C -3.078 -4.074 0.329
N 0.266 -3.808 -1.142
C 1.207 -4.546 -1.789
C 2.517 -4.016 -1.896
C 3.510 -4.631 -2.635
C 3.266 -5.825 -3.309
C 1.990 -6.374 -3.215
C 0.987 -5.766 -2.480
H -3.967 -5.732 1.399
H -1.943 -7.151 1.121
H 0.021 -6.323 -0.070
H -1.965 -2.593 -0.752
H -3.942 -3.425 0.444
H 2.728 -3.101 -1.358
H 4.490 -4.168 -2.687
H 4.039 -6.304 -3.896
H 1.765 -7.297 -3.741
H 0.001 -6.212 -2.452
*
```

Properties
* calculated total energy: -153626.5263 eV
* orbital gap: 3.219 eV
* HOMO: 0.0 eV